[1]
14
Properties=species:S:1:pos:R:3:mulliken_charge:R:1 method="wB97M-V/def2-TZVPD" e_above_lowest_kcal_mol=89.7 spin_multiplicity=1 homo_ev="-6.9 / -6.9" gap_ev="7.90 / 7.90" lumo_ev="1.01 / 1.01"
C -0.98214 0.46370 -0.91736 -0.092
C 1.29831 -1.59882 0.52679 -0.722
N -0.06570 -1.11768 0.52417 -0.460
N -1.56614 1.65988 -1.20932 -0.418
N 0.06350 0.42208 -0.11766 0.589
N 0.43231 1.44879 0.57555 -1.113
H -0.35791 -0.96580 1.49240 0.284
H -1.30089 -0.43964 -1.40437 0.386
H -1.24227 2.40329 -0.60083 0.296
H -2.54105 1.66010 -1.46708 0.242
H 1.30820 1.24931 1.05396 0.175
H 1.58819 -1.83697 -0.49706 0.252
H 2.00576 -0.84303 0.90840 0.244
H 1.35986 -2.50522 1.13244 0.338


[2]
14
Properties=species:S:1:pos:R:3:mulliken_charge:R:1 method="wB97M-V/def2-TZVPD" spin_multiplicity=1 homo_ev=-23.0 total_charge=+3 gap_ev=6.73 lumo_ev=-16.27
O 0.13549 -0.17482 -4.40572 -0.101
C 0.24547 0.35593 -3.41238 0.133
Lu 0.02037 0.32400 1.47132 1.575
O -2.43685 0.21930 -1.25393 0.011
C -1.61198 0.07411 -0.42532 0.175
C 1.51466 -0.65947 -0.30170 0.170
O 2.38704 -0.91227 -1.04803 0.016
C 0.47317 2.00425 -0.19281 0.341
O 0.67752 2.73352 -1.09888 -0.004
C -0.28872 -1.26708 -0.23828 0.563
O -0.48681 -2.21208 -0.90141 -0.047
O -0.17803 -0.02249 3.61166 -0.664
H 0.58317 -0.43861 4.13431 0.428
H -1.03449 -0.02429 4.06117 0.405


[3]
121
Properties=species:S:1:pos:R:3:mulliken_charge:R:1 method="wB97M-V/def2-TZVPD" spin_multiplicity=1 homo_ev=-5.3 total_charge=-1 gap_ev=6.61 lumo_ev=1.32
C -1.37674 2.02985 -2.27750 -0.733
C 0.11195 1.96894 -2.47139 0.537
O 0.78483 2.89985 -2.82037 -0.601
O 0.58694 0.71913 -2.26954 0.432
C 2.00691 0.59519 -2.14748 -1.015
C 2.37791 0.17795 -0.75656 1.375
C 3.44298 0.62070 -0.08626 1.023
C 4.42981 1.65370 -0.51160 -1.810
C 4.29713 2.97812 0.29804 0.382
O 4.13037 4.13129 -0.52915 -0.587
C 3.18083 3.01357 1.32483 0.329
N 1.83897 2.95315 0.71045 -0.370
C 3.72832 0.06945 1.28858 -0.226
O 4.86971 -0.00175 1.67755 -0.589
C 2.53792 -0.34561 2.07737 1.374
C 1.43336 -0.80017 1.35671 -0.029
C 0.28699 -1.19678 2.02171 -0.763
C 0.23376 -1.11715 3.39600 -0.731
C 1.33531 -0.66715 4.10947 0.227
Br 1.23519 -0.52261 5.98812 -0.034
C 2.51076 -0.27060 3.47091 0.318
C 3.71704 0.24666 4.26611 -0.604
O 4.43717 -0.65147 4.71106 -0.712
O 3.78697 1.49233 4.36352 -0.642
C 1.50040 -0.84206 -0.12141 -0.154
O 0.87631 -1.65652 -0.78042 -0.691
H -1.60913 1.87214 -1.22537 0.159
H -1.72400 2.99368 -2.63241 0.349
H -1.83032 1.21725 -2.84631 -0.118
H 2.32242 -0.21542 -2.80828 -0.288
H 2.52073 1.49249 -2.47333 0.359
H 4.42667 1.85273 -1.58307 0.726
H 5.41885 1.25422 -0.28506 0.294
H 5.22817 3.11328 0.85817 0.356
H 4.58829 3.98904 -1.36060 0.348
H 3.29722 3.95523 1.85857 -0.361
H 3.30659 2.26423 2.10593 -0.256
H 1.45358 3.88537 0.64125 0.290
H 1.23135 2.44413 1.34297 0.165
H -0.57407 -1.55422 1.47286 0.551
H -0.65172 -1.40892 3.94372 0.483
Br 4.17694 6.17605 2.81876 -0.150
C 4.21684 6.03697 4.75801 0.057
C 3.06775 5.21941 5.28104 -0.220
Br 1.39282 6.22125 5.25882 -0.189
H 4.23188 7.04956 5.14781 0.413
H 5.15289 5.53884 4.99142 -0.336
H 3.23529 4.95961 6.32333 0.362
H 2.90191 4.31415 4.70408 0.082
Br 6.12393 6.30334 7.79657 -0.145
C 7.69977 5.15892 7.80521 -0.541
C 8.43728 5.20336 6.49298 -0.640
Br 7.53376 4.17023 5.12008 -0.094
H 7.35863 4.15920 8.05317 0.379
H 8.32534 5.54162 8.60851 0.333
H 9.41913 4.74740 6.60017 0.352
H 8.54537 6.21458 6.11411 0.353
Br -2.15416 -0.85590 -4.34188 -0.007
C -0.78727 -1.60482 -5.50805 -0.154
C 0.48878 -0.81481 -5.43364 0.077
Br 0.35163 0.87059 -6.39361 -0.182
H -1.21389 -1.63415 -6.50598 0.471
H -0.63015 -2.62289 -5.15730 -0.180
H 1.30187 -1.36018 -5.90708 0.506
H 0.75943 -0.56849 -4.41238 -0.486
Br -5.70007 1.35612 -7.95985 -0.158
C -6.40911 -0.23951 -7.09968 -0.127
C -5.33672 -1.03487 -6.41047 -0.287
Br -4.23569 -2.02989 -7.67129 -0.182
H -6.91862 -0.80382 -7.87374 -0.027
H -7.13601 0.12179 -6.37677 0.240
H -5.78473 -1.78396 -5.76087 0.405
H -4.65430 -0.41863 -5.83387 0.089
Br 1.70086 -5.67188 -4.86309 -0.201
C 1.96826 -4.98018 -3.05689 -0.528
C 1.82331 -3.48567 -2.97689 0.542
Br 3.38707 -2.57984 -3.70549 -0.158
H 2.94997 -5.31603 -2.74026 0.467
H 1.20248 -5.46092 -2.45279 0.328
H 1.75068 -3.15835 -1.94107 -0.052
H 0.96178 -3.12375 -3.52763 -0.314
Br -2.01344 -5.36532 -2.57951 -0.138
C -3.31543 -4.70904 -3.87218 -0.206
C -3.28527 -5.55515 -5.11660 -0.541
Br -1.71408 -5.14578 -6.17601 -0.131
H -3.07808 -3.66566 -4.06182 -0.092
H -4.28285 -4.77493 -3.37899 0.392
H -4.14212 -5.34745 -5.75453 0.361
H -3.24722 -6.61606 -4.89213 0.404
Br -10.16857 0.25028 -6.31467 -0.133
C -10.57697 0.35902 -8.21273 -0.600
C -10.75083 -1.00445 -8.82655 -0.572
Br -9.05116 -1.90374 -9.11711 -0.113
H -9.77637 0.92646 -8.67662 0.378
H -11.50632 0.92025 -8.27469 0.352
H -11.20057 -0.92054 -9.81315 0.340
H -11.35159 -1.66197 -8.20713 0.372
Br -5.04417 0.05625 -2.66092 -0.159
C -5.21281 -0.09331 -0.72596 -0.600
C -3.87791 -0.29119 -0.06020 -0.068
Br -3.20853 -2.09383 -0.28614 -0.107
H -5.90275 -0.90851 -0.53608 0.384
H -5.65766 0.84503 -0.40213 0.378
H -3.97014 -0.14354 1.01364 0.436
H -3.11530 0.37276 -0.45393 -0.272
Br -0.55600 -5.55316 5.43094 -0.162
C 1.14280 -5.99996 4.58676 -0.581
C 2.28174 -5.19307 5.15190 -0.668
Br 2.26166 -3.36420 4.50157 0.122
H 1.01155 -5.83296 3.52270 0.345
H 1.28541 -7.06206 4.77608 0.360
H 3.23154 -5.61708 4.83055 0.342
H 2.25722 -5.14394 6.23625 0.350
Br -2.28250 1.11399 7.03858 -0.115
C -2.32735 0.80784 8.95493 -0.578
C -0.95104 0.78948 9.56652 -0.595
Br -0.00170 -0.86511 9.19669 -0.150
H -2.85629 -0.12685 9.10998 0.364
H -2.90841 1.63026 9.36659 0.330
H -1.02751 0.84344 10.65044 0.334
H -0.32165 1.59605 9.20437 0.377


Number 1: E_tot -299.8877 a.u.. Number 2: E_tot -1877.3179 a.u.. Number 3: E_tot -56078.7293 a.u..